Record 1
Formula: C33H77N11O11
Source: the Open Molecules 2025 dataset
Level of theory: ωB97M-V/def2-TZVPD

For the HOMO-LUMO gap, the calculation gives 8.5 eV. The energy above the lowest of the compared OMol25 structures with the same formula, charge and spin is 49.63 kcal/mol. As for the SMILES: CNC(C)=O.CNC(C)=O.CNC(C)=O.CNC(C)=O.CNC(C)=O.CNC(C)=O.CNC(C)=O.CNC(C)=O.CNC(C)=O.CNC(C)=O.CNC(C)=O. The electronic energy comes out at -74387.3954 eV. For the LUMO energy, the calculation gives 0.01 eV.

ORCA input file:
```
! wB97M-V def2-TZVPD RIJCOSX def2/J DEFGRID3
* xyz 0 1
C -15.87 -18.28 -9.76
C -16.33 -18.65 -11.12
O -17.34 -19.33 -11.32
N -15.63 -18.22 -12.16
C -15.90 -18.52 -13.58
H -15.09 -18.92 -9.35
H -16.70 -18.35 -9.05
H -15.39 -17.30 -9.78
H -14.67 -18.01 -11.93
H -16.85 -18.12 -13.95
H -15.82 -19.58 -13.82
H -15.22 -17.97 -14.24
C -14.83 -16.04 -6.69
C -13.73 -16.12 -5.68
O -13.04 -15.16 -5.44
N -13.58 -17.36 -5.17
C -12.60 -17.61 -4.15
H -15.09 -17.00 -7.14
H -14.43 -15.39 -7.47
H -15.69 -15.59 -6.20
H -14.09 -18.17 -5.49
H -12.11 -18.53 -4.46
H -13.00 -17.72 -3.14
H -11.79 -16.89 -4.17
C -20.84 -10.65 -9.36
C -20.73 -11.66 -10.44
O -19.66 -11.93 -11.03
N -21.90 -12.20 -10.83
C -22.02 -13.12 -11.99
H -20.01 -10.40 -8.70
H -21.73 -10.77 -8.75
H -20.89 -9.69 -9.87
H -22.76 -11.99 -10.34
H -21.08 -13.63 -12.20
H -22.40 -12.59 -12.86
H -22.77 -13.86 -11.68
C -14.20 -15.20 -12.45
C -12.71 -14.86 -12.63
O -12.05 -14.51 -11.69
N -12.16 -14.96 -13.85
C -10.85 -14.40 -14.16
H -14.63 -14.36 -11.91
H -14.28 -16.17 -11.96
H -14.75 -15.43 -13.36
H -12.69 -15.41 -14.59
H -10.44 -13.59 -13.55
H -10.66 -14.19 -15.22
H -10.21 -15.26 -13.98
C -16.88 -14.06 -9.69
C -18.07 -14.84 -9.23
O -17.84 -15.78 -8.42
N -19.34 -14.42 -9.49
C -20.61 -14.88 -8.92
H -16.49 -14.70 -10.49
H -16.07 -13.91 -8.98
H -17.17 -13.07 -10.05
H -19.35 -13.54 -9.99
H -20.87 -14.25 -8.08
H -20.56 -15.93 -8.61
H -21.42 -14.78 -9.64
C -20.39 -17.21 -11.85
C -21.24 -18.06 -12.75
O -21.66 -19.15 -12.34
N -21.47 -17.58 -13.98
C -22.32 -18.27 -14.95
H -20.85 -17.14 -10.87
H -20.22 -16.21 -12.26
H -19.45 -17.72 -11.65
H -21.21 -16.63 -14.20
H -22.92 -17.54 -15.50
H -23.01 -19.01 -14.54
H -21.63 -18.81 -15.60
C -20.33 -21.34 -10.27
C -20.15 -20.82 -8.82
O -20.80 -21.30 -7.89
N -19.33 -19.73 -8.77
C -19.04 -18.92 -7.60
H -21.33 -21.05 -10.59
H -20.17 -22.40 -10.45
H -19.59 -20.83 -10.88
H -18.83 -19.50 -9.62
H -19.70 -19.07 -6.74
H -19.11 -17.84 -7.77
H -17.98 -19.03 -7.36
C -12.86 -12.63 -9.22
C -13.66 -11.47 -8.60
O -13.45 -11.08 -7.45
N -14.67 -10.97 -9.38
C -15.50 -9.85 -9.03
H -13.07 -12.81 -10.27
H -13.16 -13.58 -8.77
H -11.80 -12.46 -9.01
H -14.59 -11.25 -10.34
H -15.24 -8.92 -9.54
H -15.44 -9.65 -7.96
H -16.54 -10.04 -9.31
C -16.67 -10.63 -12.78
C -15.36 -11.26 -13.06
O -14.67 -11.62 -12.13
N -15.00 -11.43 -14.32
C -13.77 -12.09 -14.81
H -17.15 -11.28 -12.04
H -17.32 -10.63 -13.64
H -16.67 -9.67 -12.27
H -15.63 -11.11 -15.05
H -13.34 -11.63 -15.69
H -14.06 -13.12 -15.01
H -12.98 -12.10 -14.06
C -23.91 -10.45 -7.15
C -24.12 -11.83 -7.84
O -24.44 -11.86 -9.04
N -23.92 -12.88 -7.10
C -24.11 -14.26 -7.53
H -23.57 -9.75 -7.92
H -23.14 -10.65 -6.41
H -24.80 -10.09 -6.64
H -23.38 -12.78 -6.26
H -23.17 -14.71 -7.84
H -24.81 -14.39 -8.36
H -24.42 -14.88 -6.69
C -22.34 -14.57 -3.46
C -21.37 -14.13 -4.58
O -21.74 -13.17 -5.31
N -20.27 -14.82 -4.81
C -19.24 -14.36 -5.75
H -23.30 -14.80 -3.90
H -22.56 -13.76 -2.76
H -22.01 -15.46 -2.93
H -20.10 -15.76 -4.47
H -18.30 -14.24 -5.20
H -19.50 -13.45 -6.27
H -19.10 -15.22 -6.41
*
```

Atom charges from the Löwdin analysis, given in e for atoms 1 to 99: 0.011, -0.550, 0.020, 0.011, -0.045, 0.094, 0.060, 0.075, 0.116, 0.083, 0.087, 0.068, 0.002, -0.593, 0.074, -0.005, -0.087, 0.063, 0.073, 0.087, 0.134, 0.080, 0.082, 0.086, 0.021, -0.538, -0.032, 0.043, -0.039, 0.092, 0.055, 0.098, 0.096, 0.069, 0.083, 0.080, 0.017, -0.576, 0.064, 0.001, -0.068, 0.068, 0.047, 0.069, 0.130, 0.091, 0.079, 0.080, 0.020, -0.490, -0.043, 0.053, -0.060, 0.073, 0.084, 0.070, 0.070, 0.063, 0.081, 0.063, 0.008, -0.538, 0.021, 0.004, -0.063, 0.078, 0.064, 0.071, 0.128, 0.080, 0.085, 0.082, -0.001, -0.510, 0.010, 0.018, -0.076, 0.070, 0.076, 0.049, 0.079, 0.084, 0.043, 0.069, 0.010, -0.519, 0.014, 0.004, -0.083, 0.037, 0.067, 0.088, 0.061, 0.077, 0.082, 0.066, 0.014, -0.572, 0.023

Record 2
Formula: C33H77N11O11
Source: the Open Molecules 2025 dataset
Level of theory: ωB97M-V/def2-TZVPD

For the HOMO-LUMO gap, the calculation gives 8.6 eV. The energy above the lowest of the compared OMol25 structures with the same formula, charge and spin is 57.35 kcal/mol. As for the SMILES: CNC(C)=O.CNC(C)=O.CNC(C)=O.CNC(C)=O.CNC(C)=O.CNC(C)=O.CNC(C)=O.CNC(C)=O.CNC(C)=O.CNC(C)=O.CNC(C)=O. The electronic energy comes out at -74387.0608 eV. For the LUMO energy, the calculation gives -0.06 eV.

ORCA input file:
```
! wB97M-V def2-TZVPD RIJCOSX def2/J DEFGRID3
* xyz 0 1
C -2.07 -0.61 1.26
C -0.90 0.29 0.81
O -0.55 1.25 1.50
N -0.26 0.03 -0.38
C 0.83 0.75 -0.92
H -2.97 -0.02 1.43
H -1.95 -1.13 2.22
H -2.21 -1.37 0.49
H -0.49 -0.70 -1.04
H 1.70 0.11 -1.06
H 1.08 1.57 -0.25
H 0.51 1.14 -1.89
C 1.60 -3.23 5.11
C 0.66 -3.45 3.90
O 1.13 -3.52 2.78
N -0.65 -3.51 4.24
C -1.72 -3.87 3.33
H 1.16 -3.48 6.08
H 1.96 -2.20 5.07
H 2.44 -3.93 5.09
H -1.00 -3.24 5.15
H -2.23 -4.71 3.81
H -1.35 -4.11 2.33
H -2.51 -3.13 3.22
C -1.86 -1.40 -5.03
C -1.71 -0.78 -3.70
O -1.03 -1.30 -2.85
N -2.43 0.31 -3.48
C -2.72 0.99 -2.22
H -1.85 -0.56 -5.73
H -2.79 -1.96 -5.10
H -0.94 -1.89 -5.32
H -3.03 0.62 -4.23
H -2.81 0.26 -1.41
H -3.63 1.59 -2.29
H -1.95 1.65 -1.83
C -4.47 2.30 1.80
C -5.56 2.24 0.77
O -5.75 1.22 0.10
N -6.35 3.33 0.66
C -7.56 3.31 -0.13
H -4.54 3.26 2.32
H -3.47 2.21 1.37
H -4.65 1.55 2.57
H -6.19 4.11 1.29
H -8.10 4.20 0.21
H -8.18 2.41 -0.11
H -7.38 3.51 -1.19
C 4.99 -1.18 -1.86
C 3.97 -1.84 -2.78
O 4.08 -2.99 -3.18
N 3.03 -1.02 -3.19
C 1.89 -1.44 -4.03
H 5.58 -0.49 -2.47
H 5.65 -1.84 -1.30
H 4.32 -0.56 -1.27
H 2.92 -0.15 -2.69
H 1.29 -2.19 -3.51
H 2.20 -1.91 -4.96
H 1.23 -0.60 -4.24
C -1.58 1.40 4.76
C -2.07 0.05 5.19
O -3.03 -0.43 4.62
N -1.41 -0.62 6.10
C -0.22 -0.18 6.83
H -0.51 1.45 4.55
H -1.80 2.16 5.51
H -2.20 1.62 3.89
H -1.71 -1.56 6.31
H -0.12 0.90 6.72
H 0.66 -0.73 6.51
H -0.39 -0.32 7.90
C 0.53 2.35 -5.59
C -0.73 2.80 -6.35
O -0.92 2.41 -7.50
N -1.62 3.48 -5.62
C -2.90 3.92 -6.20
H 1.28 3.10 -5.81
H 0.89 1.42 -6.02
H 0.26 2.25 -4.54
H -1.36 3.86 -4.73
H -2.71 4.53 -7.08
H -3.41 4.60 -5.52
H -3.54 3.06 -6.42
C 2.50 1.87 3.07
C 2.20 3.32 2.65
O 2.73 4.17 3.33
N 1.33 3.55 1.72
C 1.09 4.93 1.18
H 1.82 1.10 2.68
H 2.49 1.83 4.16
H 3.46 1.51 2.71
H 0.95 2.73 1.28
H 0.10 5.26 1.51
H 1.33 4.92 0.12
H 1.65 5.76 1.62
C 3.54 -1.83 1.19
C 4.54 -2.78 1.78
O 5.69 -2.84 1.41
N 4.06 -3.61 2.72
C 4.78 -4.55 3.54
H 3.32 -2.06 0.15
H 3.78 -0.76 1.21
H 2.56 -1.74 1.67
H 3.06 -3.71 2.75
H 4.24 -4.67 4.48
H 5.77 -4.12 3.70
H 4.87 -5.50 3.01
C -2.58 -6.07 -1.41
C -2.35 -4.69 -2.03
O -3.03 -4.49 -3.03
N -1.52 -3.81 -1.47
C -0.68 -3.79 -0.27
H -3.39 -6.69 -1.77
H -2.71 -6.02 -0.33
H -1.70 -6.66 -1.68
H -1.49 -2.99 -2.06
H -1.06 -3.09 0.47
H 0.34 -3.60 -0.59
H -0.70 -4.72 0.29
C 2.80 4.08 -3.25
C 3.39 2.99 -2.30
O 3.29 1.80 -2.58
N 3.98 3.34 -1.14
C 4.44 2.37 -0.15
H 3.01 3.98 -4.31
H 2.98 5.12 -2.95
H 1.72 3.97 -3.29
H 4.04 4.34 -0.99
H 5.17 1.66 -0.55
H 3.57 1.86 0.27
H 4.85 2.93 0.70
*
```

Atom charges from the Löwdin analysis, given in e for atoms 1 to 99: 0.029, -0.466, -0.004, 0.014, -0.071, 0.065, 0.058, 0.060, 0.086, 0.077, 0.065, 0.083, 0.010, -0.502, 0.032, 0.026, -0.050, 0.073, 0.081, 0.052, 0.115, 0.088, 0.057, 0.075, 0.027, -0.565, 0.005, 0.044, -0.044, 0.081, 0.106, 0.093, 0.134, 0.076, 0.089, 0.072, -0.005, -0.552, 0.027, -0.002, -0.080, 0.073, 0.075, 0.093, 0.128, 0.082, 0.090, 0.079, 0.003, -0.593, 0.034, 0.021, -0.044, 0.087, 0.086, 0.038, 0.056, 0.073, 0.087, 0.061, 0.005, -0.594, 0.022, 0.020, -0.048, 0.078, 0.092, 0.071, 0.131, 0.082, 0.067, 0.086, 0.004, -0.576, 0.038, 0.001, -0.059, 0.075, 0.084, 0.060, 0.130, 0.085, 0.079, 0.084, -0.001, -0.619, 0.028, 0.046, -0.027, 0.054, 0.079, 0.064, 0.070, 0.079, 0.067, 0.077, 0.003, -0.547, 0.041

no.,E_HOMO (eV)
1,-8.53
2,-8.68